(1)
DFT (the ωB97M-V functional and the def2-TZVPD basis) results for 10 unconnected molecules or ions with the total composition C17H52F6N10O9P in a non-equilibrium geometry.

Geometry (Å):
1 P -0.146 -1.669 -0.774
2 F 0.525 -1.784 0.654
3 F 1.251 -2.110 -1.518
4 F -0.580 -3.298 -0.742
5 F -0.810 -1.563 -2.251
6 F -1.514 -1.211 -0.003
7 F 0.308 -0.155 -0.962
8 C 7.012 -2.600 0.130
9 O 8.159 -2.467 0.506
10 N 6.645 -2.875 -1.049
11 N 6.037 -2.312 0.933
12 H 5.856 -2.422 -1.489
13 H 7.314 -3.348 -1.639
14 H 6.180 -2.170 1.923
15 H 5.087 -2.363 0.592
16 C -5.949 -3.319 0.103
17 O -7.102 -3.716 0.109
18 N -4.924 -4.019 0.597
19 N -5.565 -2.256 -0.497
20 H -5.132 -4.690 1.322
21 H -4.019 -3.642 0.352
22 H -6.176 -1.847 -1.189
23 H -4.638 -1.980 -0.206
24 C 2.244 -6.295 2.517
25 O 2.953 -7.098 3.118
26 N 2.549 -5.704 1.381
27 N 1.025 -5.993 2.835
28 H 3.446 -5.898 0.959
29 H 1.885 -5.159 0.851
30 H 0.665 -5.206 2.313
31 H 0.536 -6.552 3.519
32 C 5.437 0.628 -4.322
33 O 5.180 -0.022 -5.351
34 N 4.691 0.707 -3.220
35 N 6.495 1.288 -4.324
36 H 3.857 0.137 -3.210
37 H 4.890 1.459 -2.576
38 H 7.225 1.093 -4.995
39 H 6.868 1.532 -3.418
40 C -1.772 -1.724 -7.419
41 O -1.881 -1.686 -8.621
42 N -2.822 -1.669 -6.690
43 N -0.626 -1.771 -6.811
44 H -2.540 -1.353 -5.773
45 H -3.740 -1.601 -7.106
46 H 0.234 -1.788 -7.340
47 H -0.649 -1.691 -5.805
48 C -2.163 3.666 -5.775
49 C -3.623 3.365 -5.507
50 C -3.980 2.760 -4.139
51 O -4.330 4.555 -5.522
52 H -1.642 2.723 -5.938
53 H -1.657 4.242 -5.000
54 H -2.036 4.260 -6.681
55 H -3.995 2.778 -6.347
56 H -3.406 1.855 -3.939
57 H -5.040 2.530 -4.031
58 H -3.683 3.441 -3.340
59 H -4.298 4.958 -6.393
60 C 0.891 5.269 1.977
61 C -0.043 5.936 0.916
62 C 0.166 5.451 -0.535
63 O -1.395 5.686 1.191
64 H 1.953 5.453 1.813
65 H 0.819 4.205 1.753
66 H 0.606 5.306 3.028
67 H 0.056 7.020 0.961
68 H 0.152 4.364 -0.617
69 H 1.155 5.704 -0.916
70 H -0.515 5.862 -1.281
71 H -1.380 4.737 1.335
72 C -3.781 2.548 5.540
73 C -4.168 1.582 4.403
74 C -5.656 1.665 4.161
75 O -3.457 1.899 3.281
76 H -3.878 3.619 5.357
77 H -2.704 2.456 5.683
78 H -4.182 2.222 6.499
79 H -3.892 0.554 4.640
80 H -5.903 2.661 3.792
81 H -6.379 1.481 4.955
82 H -5.946 0.999 3.348
83 H -3.204 1.098 2.816
84 C 3.436 -0.078 5.718
85 C 3.433 -1.515 6.345
86 C 2.017 -2.083 6.419
87 O 4.267 -2.479 5.653
88 H 3.199 0.784 6.341
89 H 2.879 -0.035 4.781
90 H 4.434 0.144 5.342
91 H 3.883 -1.447 7.336
92 H 1.316 -1.481 6.998
93 H 1.891 -3.114 6.749
94 H 1.656 -2.066 5.391
95 H 4.158 -3.359 6.020

Net charge: -1
Highest occupied orbital energy in eV: -7.7
Orbital gap in eV: 9.55
LUMO in eV: 1.834



(2)
DFT (the ωB97M-V functional and the def2-TZVPD basis) results for 9 unconnected molecules or ions with the total composition C17H52N10O9 in a non-equilibrium geometry.

Geometry (Å):
1 N 2.988 2.696 2.601
2 C 3.027 3.438 1.496
3 N 4.165 3.979 1.251
4 O 1.872 3.464 0.636
5 H 2.218 2.202 2.911
6 H 3.690 2.738 3.361
7 H 4.293 4.302 0.280
8 H 4.794 4.088 2.004
9 N 0.623 -1.755 0.217
10 C 0.329 -0.858 -0.716
11 N 0.634 0.367 -0.276
12 O -0.407 -1.139 -1.830
13 H 0.563 -2.797 0.155
14 H 1.216 -1.434 1.049
15 H 0.441 1.112 -0.994
16 H 1.578 0.520 0.260
17 N -0.395 -4.460 0.096
18 C 0.518 -4.812 0.902
19 N 0.452 -4.156 2.038
20 O 1.460 -5.831 0.553
21 H -0.516 -4.963 -0.795
22 H -1.157 -3.625 0.286
23 H 0.897 -4.592 2.885
24 H -0.460 -3.634 2.194
25 N -1.403 -2.216 2.791
26 C -2.351 -2.609 2.059
27 N -2.068 -2.659 0.803
28 O -3.492 -3.208 2.665
29 H -1.660 -2.130 3.845
30 H -0.778 -1.361 2.469
31 H -2.911 -2.905 0.272
32 H -1.530 -1.930 0.454
33 N -0.005 -0.131 2.389
34 C 1.049 -0.382 3.141
35 N 1.510 -1.626 2.945
36 O 1.685 0.561 3.892
37 H -0.518 0.648 2.782
38 H 0.108 -0.092 1.318
39 H 2.536 -1.896 3.118
40 H 0.958 -2.450 2.625
41 C -3.727 -1.323 -2.856
42 C -5.257 -1.381 -2.663
43 C -5.667 -0.509 -1.495
44 O -5.936 -1.026 -3.611
45 H -3.087 -1.607 -2.035
46 H -3.450 -0.238 -2.959
47 H -3.400 -2.010 -3.584
48 H -5.562 -2.345 -2.393
49 H -5.082 -0.539 -0.690
50 H -6.650 -0.822 -1.201
51 H -5.751 0.539 -1.825
52 H -6.876 -1.249 -3.474
53 C 2.570 1.975 -2.185
54 C 1.293 2.810 -2.373
55 C 0.488 2.591 -3.590
56 O 0.452 2.711 -1.444
57 H 3.366 2.229 -2.866
58 H 2.293 0.916 -2.453
59 H 2.956 1.981 -1.157
60 H 1.597 3.849 -2.228
61 H -0.167 3.483 -3.828
62 H -0.187 1.751 -3.454
63 H 1.176 2.552 -4.433
64 H 0.832 2.996 -0.643
65 C 3.918 -1.440 0.248
66 C 4.009 -0.182 1.024
67 C 5.089 0.725 0.407
68 O 3.001 0.561 0.952
69 H 3.822 -1.403 -0.881
70 H 3.269 -2.148 0.737
71 H 4.820 -1.961 0.417
72 H 4.247 -0.520 2.063
73 H 5.239 1.549 1.027
74 H 5.024 1.113 -0.623
75 H 6.020 0.305 0.324
76 H 3.159 1.434 1.398
77 C -3.609 2.439 -1.273
78 C -2.428 1.659 -0.633
79 C -1.847 2.374 0.541
80 O -2.663 0.512 -0.292
81 H -4.445 2.483 -0.633
82 H -4.116 1.944 -2.177
83 H -3.312 3.453 -1.513
84 H -1.579 1.598 -1.300
85 H -1.400 3.274 0.278
86 H -1.090 1.735 1.024
87 H -2.534 2.775 1.261
88 H -2.771 -0.077 -1.068

Highest occupied orbital energy in eV: -8.8
Orbital gap in eV: 8.54
LUMO in eV: -0.264



(3)
DFT (the ωB97M-V functional and the def2-TZVPD basis) results for a molecular structure, C17H54N3O9 in a non-equilibrium geometry.

Geometry (Å):
1 N 2.039 -0.504 -0.714
2 H 2.915 -0.456 -1.231
3 H 2.161 -1.486 -0.342
4 H 1.413 -0.187 -1.159
5 H 2.072 0.126 0.217
6 C 5.475 -1.818 -0.485
7 O 4.569 -1.225 0.481
8 H 6.147 -2.570 -0.079
9 H 6.040 -0.975 -0.757
10 H 4.946 -2.158 -1.408
11 H 4.870 -1.526 1.405
12 C 3.596 2.490 -0.752
13 O 2.258 2.963 -0.507
14 H 3.946 1.834 -1.547
15 H 4.038 1.845 -0.065
16 H 4.236 3.303 -0.738
17 H 2.365 3.835 -0.361
18 C 4.390 -1.018 -4.041
19 O 4.439 0.060 -3.284
20 H 5.293 -1.085 -4.600
21 H 3.675 -0.550 -4.884
22 H 4.232 -1.942 -3.584
23 H 4.772 0.807 -3.624
24 C 0.604 0.686 -4.168
25 O -0.376 0.075 -3.217
26 H 1.574 -0.062 -4.132
27 H 0.811 1.531 -3.698
28 H 0.348 0.745 -5.275
29 H -1.318 0.646 -3.523
30 C 0.934 -4.206 -2.573
31 O 1.925 -3.331 -2.001
32 H 0.763 -5.127 -1.862
33 H 0.969 -4.508 -3.598
34 H 0.060 -3.816 -2.403
35 H 2.805 -3.676 -2.149
36 C 0.010 2.112 -0.868
37 O -0.549 1.254 -0.071
38 C -2.017 1.280 0.007
39 C -2.596 0.531 1.240
40 N -4.053 0.555 0.947
41 C -4.791 0.596 2.236
42 C -6.287 0.329 1.930
43 O -6.954 0.302 3.167
44 C -8.378 0.420 3.082
45 H 0.910 1.990 -1.074
46 H -0.373 3.100 -0.478
47 H -0.320 2.083 -1.775
48 H -2.375 0.793 -0.934
49 H -2.210 2.333 0.194
50 H -2.329 0.988 2.213
51 H -2.127 -0.475 1.302
52 H -4.068 -0.232 0.592
53 H -4.837 1.434 2.682
54 H -4.427 -0.165 2.839
55 H -6.269 -0.625 1.450
56 H -6.783 1.056 1.420
57 H -8.593 -0.359 2.608
58 H -8.725 1.199 2.271
59 H -8.817 0.283 4.160
60 C -2.285 -3.966 0.048
61 O -1.769 -3.222 1.155
62 C -1.153 -2.058 0.618
63 C -0.575 -1.149 1.846
64 N -0.105 0.163 1.527
65 C 0.213 0.983 2.741
66 C 1.104 2.138 2.306
67 O 1.487 2.846 3.556
68 C 2.275 3.994 3.247
69 H -2.807 -4.856 0.367
70 H -1.343 -4.322 -0.349
71 H -2.921 -3.353 -0.741
72 H -1.758 -1.594 0.099
73 H -0.199 -2.211 -0.077
74 H 0.158 -1.767 2.202
75 H -1.573 -1.259 2.477
76 H -0.740 0.584 0.808
77 H 0.863 0.530 3.438
78 H -0.785 1.458 2.952
79 H 0.424 2.723 1.705
80 H 2.039 1.672 1.974
81 H 2.860 4.321 4.154
82 H 1.443 4.717 2.868
83 H 3.124 4.101 2.603

Net charge: +1
Highest occupied orbital energy in eV: -10.6
Orbital gap in eV: 8.39
LUMO in eV: -2.217